[1]
The following is a DFT calculation (wB97M-V/def2-TZVPD) of a structure of composition C5H8O in a non-equilibrium geometry.

Last column: Mulliken charge in e.
Element x y z (Å)
H 1.00442 -2.26723 -0.40855  0.2297
C -1.66593 -0.22370 0.34506  -1.5052
H -2.04497 -1.11119 -0.02495  0.3998
H 2.80362 -1.72836 0.12763  0.2986
C 1.10779 -0.35016 -0.07093  0.3537
C -0.39367 0.17303 -0.38338  0.1607
H -0.52315 0.15701 -1.41447  0.3678
O 1.52970 0.87516 0.38122  -0.4191
C 1.73165 -1.53690 -0.01453  -0.7847
H -2.48462 0.41204 0.19699  0.4272
H 0.21420 2.12954 -0.90787  0.2257
C 0.28284 1.49799 -0.00025  -0.4843
H -0.02246 2.11736 0.79474  0.3460
H -1.53943 -0.14459 1.37929  0.3840

Calculated values
charge	0

[2]
The following is a DFT calculation (wB97M-V/def2-TZVPD) of an isolated molecule of C7H12O in a non-equilibrium geometry.

Last column: Mulliken charge in e.
Element x y z (Å)
H 1.38047 -0.78652 -1.93486  0.2544
C 1.42907 0.49438 1.22366  -1.5329
H 2.55277 0.84196 0.93228  0.3334
H 0.52230 1.58147 -1.96358  0.1704
C -1.22232 -1.19099 0.56615  -0.1794
H -2.61416 -0.33728 -0.89605  0.2807
H -0.43902 -0.75383 -1.61710  0.2572
H -2.62106 0.52042 0.88434  0.3272
H 2.03957 -1.80793 -0.52522  0.3389
C 1.31167 -1.03849 -0.82323  -0.7281
O -1.18180 1.27221 -0.17840  -0.3304
H 0.81605 1.27877 1.84382  0.3040
C 0.90100 0.18521 -0.20528  1.1225
C 0.15978 1.35576 -0.69863  -0.6606
H 1.66050 -0.38524 1.81426  0.4130
C -0.18547 -0.96361 -0.44605  -0.6592
H -1.99703 -2.10234 0.80544  0.3040
H 0.31636 2.52423 -0.28794  0.2925
H -0.78719 -0.73085 1.51458  0.1802
C -2.04149 0.04267 -0.00819  -0.4878

Calculated values
charge	0

In order of appearance, Kohn-Sham gap = 9.753; 9.824 eV.
In order of appearance, relative energy (zero: lowest compared OMol25 entry of this formula, charge and spin) = 249.7; 620.6 kJ/mol.
In order of appearance, DFT total energy = -270.46278; -348.91226 a.u..